(w)
Entry from the Open Molecules 2025 dataset: one molecule with the formula C3HCl2FO (wB97M-V/def2-TZVPD).

Output
* frontier orbital gap (spin up / spin down): 7.888 / 8.118 eV

```
8
Properties=species:S:1:pos:R:3:lowdin_charge:R:1
C -0.47 0.06 -0.36 -0.51
C 0.09 1.45 -0.27 0.01
C -0.31 -0.97 0.65 -0.91
O -1.32 -0.31 -1.14 0.06
F 0.69 1.92 -1.40 0.04
Cl 1.44 -1.16 1.26 0.50
Cl -0.87 -2.55 0.67 0.71
H 0.76 1.56 0.59 0.09
```


(x)
Entry from the Open Molecules 2025 dataset: a 2-piece molecular cluster, C3HCl2FO overall (wB97M-V/def2-TZVPD).

Output
* frontier orbital gap (spin up / spin down): 8.018 / 9.073 eV

```
8
Properties=species:S:1:pos:R:3:lowdin_charge:R:1
C -0.70 -0.70 0.08 -0.55
C 0.18 -1.62 -0.18 -0.17
C 2.83 -0.38 -0.47 -0.72
O 3.00 0.11 -1.52 0.04
F 0.15 -2.93 -0.24 0.07
Cl -2.42 -1.01 0.43 0.55
Cl 3.77 -0.58 0.88 0.72
H -0.46 0.35 0.09 0.05
```


Verdict on stability: (w) comes out on top.


(w)
Entry from the Open Molecules 2025 dataset: a 2-piece molecular cluster, C10H13O2 overall (wB97M-V/def2-TZVPD).

Output
* frontier orbital gap: 6.910 eV
* net charge: -1

```
25
Properties=species:S:1:pos:R:3:lowdin_charge:R:1
C 0.03 2.66 0.87 -0.19
C -0.59 2.09 2.16 -0.13
C -0.84 3.69 0.07 -0.76
O -1.00 3.48 -1.16 -0.10
O -1.05 4.75 0.69 -0.10
H 1.02 3.08 0.96 0.09
H 0.14 1.73 0.27 0.06
H -1.13 1.14 2.05 0.05
H -1.29 2.87 2.45 0.06
H 0.06 1.82 3.01 0.05
C -0.09 -3.82 0.18 -0.07
C 0.61 0.02 -1.63 -0.11
C -0.69 -0.41 -1.48 -0.06
C 1.70 -0.72 -1.18 -0.09
C -0.80 -1.72 -1.02 -0.08
C 1.49 -1.99 -0.63 -0.07
C 0.19 -2.47 -0.39 -0.30
H 0.75 1.03 -2.00 0.11
H -1.53 0.14 -1.89 0.11
H 2.70 -0.32 -1.19 0.09
H -1.77 -2.18 -0.82 0.10
H 2.41 -2.43 -0.29 0.09
H 0.86 -4.35 0.25 0.07
H -0.79 -4.30 -0.51 0.08
H -0.39 -3.79 1.24 0.08
```


(x)
Entry from the Open Molecules 2025 dataset: a 2-piece molecular cluster, C10H13O2 overall (wB97M-V/def2-TZVPD).

Output
* frontier orbital gap: 7.229 eV
* net charge: -1

```
25
Properties=species:S:1:pos:R:3:lowdin_charge:R:1
C 1.91 1.22 -0.39 -0.19
C 1.27 2.60 -0.31 -0.13
C 2.59 0.88 0.95 -0.75
O 1.88 0.93 1.99 -0.10
O 3.83 0.73 0.92 -0.10
H 1.13 0.46 -0.53 0.08
H 2.66 1.18 -1.19 0.09
H 0.45 2.66 0.41 0.05
H 0.93 2.92 -1.29 0.06
H 1.93 3.33 0.17 0.07
C -0.36 -3.07 -0.55 -0.06
C -1.03 0.20 1.22 -0.09
C -0.52 -1.04 0.86 -0.07
C -2.07 0.74 0.48 -0.10
C -1.04 -1.79 -0.18 -0.29
C -2.62 -0.03 -0.54 -0.12
C -2.15 -1.30 -0.87 -0.07
H -0.54 0.76 1.99 0.09
H 0.33 -1.36 1.45 0.12
H -2.37 1.78 0.44 0.10
H -3.38 0.28 -1.25 0.09
H -0.28 -3.74 0.31 0.07
H 0.64 -2.93 -0.96 0.08
H -2.31 -1.76 -1.84 0.10
H -0.90 -3.67 -1.29 0.07
```


Verdict on stability: (x) comes out on top.


(w)
Entry from the Open Molecules 2025 dataset: an isolated ion of composition C3H7IN and charge +1 (wB97M-V/def2-TZVPD).

Output
* frontier orbital gap: 9.255 eV
* SMILES: C[N@H+]1C[C@@H]1I
* net charge: +1

```
12
Properties=species:S:1:pos:R:3:lowdin_charge:R:1
C -0.06 -1.28 -0.12 -0.04
C -1.00 -0.29 0.46 -0.48
C 1.11 0.99 0.08 0.07
N 0.07 0.08 -0.45 -0.10
I -3.24 -0.03 -0.01 0.79
H 0.81 -1.55 0.30 0.10
H -0.44 -1.93 -0.88 0.15
H -1.03 0.04 1.43 0.04
H 0.71 1.86 0.43 0.08
H 1.58 0.55 0.89 0.10
H 1.77 1.29 -0.77 0.14
H -0.29 0.25 -1.36 0.16
```


(x)
Entry from the Open Molecules 2025 dataset: an isolated ion of composition C3H7IN and charge +1 (wB97M-V/def2-TZVPD).

Output
* frontier orbital gap: 9.634 eV
* SMILES: C/C=C(\[NH3+])I
* net charge: +1

```
12
Properties=species:S:1:pos:R:3:lowdin_charge:R:1
C 0.05 0.64 -0.77 -0.09
C -1.22 -0.26 -1.23 -0.03
C 0.86 0.57 0.37 -0.80
N 0.69 -0.54 1.28 0.07
I 2.38 1.86 1.00 1.00
H -0.04 1.51 -1.34 0.08
H -0.91 -0.68 -2.18 0.09
H -2.09 0.31 -1.27 0.05
H -1.37 -1.16 -0.59 0.07
H 1.33 -0.32 2.15 0.15
H 0.68 -1.59 1.10 0.20
H -0.35 -0.34 1.48 0.19
```


Verdict on stability: (x) comes out on top.


(w)
Entry from the Open Molecules 2025 dataset: a 2-piece molecular cluster, C8H10N2O2S overall (wB97M-V/def2-TZVPD).

Output
* frontier orbital gap (spin up / spin down): 8.010 / 7.584 eV

```
23
Properties=species:S:1:pos:R:3:lowdin_charge:R:1
C -3.74 -0.23 -0.02 -0.13
C -3.05 -0.01 1.17 -0.06
C -3.16 -0.34 -1.23 -0.09
C -1.68 0.35 1.03 -0.08
C -1.81 -0.06 -1.37 -0.08
C -1.14 0.26 -0.22 -0.35
C 3.25 0.06 0.55 -0.69
C 2.36 -0.54 1.53 0.10
N 0.73 2.08 -0.52 -0.14
N 3.85 -0.86 -0.26 0.13
O 3.53 1.26 0.32 -0.02
O 1.18 -0.31 -1.47 -0.43
S 0.70 0.50 -0.35 0.84
H -4.74 -0.56 0.23 0.10
H -3.69 0.01 2.12 0.13
H -3.82 -0.58 -2.12 0.14
H -1.04 0.56 1.91 0.12
H -1.24 -0.22 -2.35 0.15
H 2.06 0.04 2.38 0.08
H 2.16 -1.50 1.14 0.05
H 1.41 2.47 -1.13 0.01
H 3.53 -1.91 -0.34 0.17
H 4.34 -0.47 -0.97 0.06
```


(x)
Entry from the Open Molecules 2025 dataset: one molecule with the formula C8H10N2O2S (wB97M-V/def2-TZVPD).

Output
* frontier orbital gap: 8.856 eV
* SMILES: C=C(N)O[S@@](=N)(=O)c1ccccc1

```
23
Properties=species:S:1:pos:R:3:lowdin_charge:R:1
C -3.74 0.38 -0.18 -0.07
C -3.16 -0.51 -1.08 -0.06
C -2.95 1.03 0.76 -0.07
C -1.81 -0.77 -1.03 -0.06
C -1.59 0.77 0.82 -0.06
C -1.04 -0.13 -0.07 -0.29
C 2.89 0.30 -0.33 -0.53
C 4.05 -0.32 -0.06 0.06
N 0.31 -2.26 0.23 -0.15
N 2.72 1.68 -0.29 0.12
O 1.76 -0.35 -0.78 -0.19
O 1.00 -0.15 1.57 -0.31
S 0.57 -0.77 0.34 0.75
H -4.80 0.54 -0.19 0.11
H -3.79 -1.02 -1.80 0.11
H -3.40 1.71 1.47 0.11
H -1.34 -1.50 -1.67 0.11
H -0.96 1.21 1.57 0.11
H 4.15 -1.38 -0.18 0.06
H 4.91 0.25 0.21 0.05
H 1.06 -2.85 0.55 0.03
H 3.40 2.18 0.26 0.10
H 1.77 1.97 -0.13 0.09
```


Verdict on stability: (x) comes out on top.